(1)
{"formula": "C34H34N3O5P2Pt", "method": "wB97M-V/def2-TZVPD", "e_above_lowest_kcal_mol": 63.35, "total_charge": -1, "orbital_gap_ha": [0.162, 0.162], "energy_ev": -72343.9932, "species": ["C", "H", "H", "O", "O", "H", "H", "C", "C", "C", "C", "C", "C", "C", "C", "H", "H", "H", "C", "Pt", "C", "H", "O", "C", "C", "C", "C", "H", "N", "C", "H", "C", "H", "C", "N", "H", "C", "H", "C", "H", "H", "C", "H", "C", "H", "H", "H", "H", "C", "C", "C", "H", "N", "C", "H", "H", "O", "H", "C", "C", "H", "H", "H", "C", "P", "H", "C", "C", "H", "C", "O", "H", "H", "C", "H", "H", "P", "C", "H"], "positions_angstrom": [[3.1781, 0.1951, 0.0656], [0.7486, 2.5737, -0.3701], [-0.4265, -4.1233, -0.4401], [-2.2626, 0.7879, 3.1817], [-3.1658, 2.4378, 4.3564], [-3.0062, -2.9236, 2.0215], [0.6572, -0.4261, 3.1241], [5.8472, 0.9335, -0.4204], [0.6475, 3.6140, -0.0607], [-3.8321, -3.2586, -1.5738], [-2.5025, -1.9624, 2.1489], [-2.4185, 1.9881, 3.4511], [4.8128, 1.5581, -1.1020], [-1.0089, -3.7318, 0.3975], [-2.2027, 5.3717, 3.6119], [-1.3348, -1.9088, -3.4320], [2.8253, -4.6592, 1.8218], [-3.1407, 3.8512, 4.4860], [-1.6462, 2.9872, 2.6372], [-1.1049, 0.4250, 1.1352], [5.5443, -0.0370, 0.5212], [-2.6668, 0.2873, -3.5661], [-3.0380, 4.9279, 4.5053], [1.3715, -2.3393, 3.8029], [0.4950, 2.1755, -4.6711], [3.5043, 1.1994, -0.8520], [-1.8000, -1.4892, 0.8774], [-3.2321, -1.2190, 2.4580], [-0.6923, 4.7433, 1.7484], [-2.9338, -3.0844, -2.6357], [-4.5148, -2.5651, 0.3178], [1.1602, -1.3512, 2.8589], [-2.0628, -3.9489, 0.2112], [-3.8078, -2.4371, -0.4890], [-0.8458, 2.5697, 1.6137], [-3.3684, -0.3995, -0.1166], [1.5795, -1.5236, 1.5430], [-0.5218, 2.4906, -6.5373], [1.4696, -1.1640, -2.0611], [0.7319, -1.6896, -2.6697], [-2.5623, 1.3023, -5.8021], [-1.5645, 4.3605, 2.7369], [0.2542, 4.1989, -0.8914], [-0.2836, 3.6360, 1.0905], [-4.5632, -4.0567, -1.6292], [-2.9598, -3.7538, -3.4834], [4.0262, -1.1334, 1.5279], [1.3760, 2.7309, -4.9662], [-2.8321, -1.3375, -0.3475], [1.9745, -3.5315, 3.4327], [0.4376, 1.6006, -3.4194], [-0.6923, -4.2305, 1.3231], [0.7819, -0.3716, -1.0581], [-2.0042, -2.0392, -2.5915], [1.2669, 1.7203, -2.7374], [2.0951, -0.5507, -2.7216], [-0.7596, -2.3481, 0.4596], [6.3401, -0.5285, 1.0667], [2.3655, -3.7246, 2.1173], [-1.7123, 1.3755, -5.1369], [2.7068, 1.7034, -1.3796], [2.1084, -1.9057, -1.5829], [-1.7639, -2.0584, 2.9436], [-1.7707, 0.8007, -3.8849], [-0.8144, 0.2266, -1.3081], [2.5284, -2.8805, 0.1714], [-0.6683, 0.8409, -3.0212], [4.2317, -0.3855, 0.7766], [1.0682, -2.1847, 4.8297], [-1.9664, -1.1563, -1.5458], [-1.9249, 6.5484, 3.4533], [1.6280, 4.0030, 0.2121], [5.0332, 2.3342, -1.8247], [2.1862, -2.7205, 1.1827], [-0.4439, 5.7093, 1.5966], [2.1382, -4.3143, 4.1628], [1.3992, -0.0196, 0.5072], [-0.5715, 2.0516, -5.5500], [6.8752, 1.2136, -0.6076]], "atomic_forces_ev_per_a": [[0.2259, 0.4742, 0.4169], [0.0469, 0.0897, -0.0375], [-0.0043, -0.0326, 0.0578], [0.6035, -0.8045, -0.7803], [-0.0032, 0.1650, 0.0833], [0.0557, -0.0136, -0.1600], [0.0556, -0.0501, 0.1131], [0.0449, -0.0227, 0.0595], [-0.0264, -0.0241, -0.0394], [-0.5301, 0.6394, 1.2471], [0.5815, 0.3317, -0.0410], [-0.1071, 0.8148, 0.1746], [0.1719, 0.0893, -0.1005], [-0.1812, -0.2121, 0.0072], [-0.0248, 0.1451, 0.0677], [0.0723, -0.0034, -0.1569], [0.0115, -0.0247, -0.0154], [0.2027, 0.4187, -0.1742], [-0.1412, 0.5765, 0.3156], [-1.0663, 0.8404, -0.4548], [0.3168, 0.0827, -0.0610], [-0.0119, -0.0286, 0.0680], [-0.1035, -0.4653, 0.0790], [0.0242, -0.2344, 0.2203], [0.1337, 0.1958, -0.3342], [-0.1818, -0.2081, -0.0367], [-1.2767, -0.0037, -0.7491], [-0.0989, -0.0274, 0.0396], [-0.1489, -0.1145, 0.1755], [1.3171, 0.1751, -1.1219], [-0.1908, -0.0968, 0.0279], [0.0783, 0.1217, -0.1662], [0.1558, -0.0391, -0.0162], [-0.7068, -0.9615, -0.5997], [-0.0128, -0.1701, -0.0713], [-0.0738, 0.0064, 0.1323], [-0.0082, 0.2253, 0.0623], [-0.0027, 0.0414, -0.0235], [0.0541, -0.0600, -0.0723], [0.0504, -0.0534, 0.0264], [-0.0509, -0.0181, -0.0051], [-0.0956, -0.6781, 0.0095], [0.0048, 0.0163, -0.0802], [0.0967, 0.0407, -0.1006], [-0.0919, -0.0343, 0.0542], [0.0557, -0.0293, -0.0957], [0.0148, 0.0151, 0.0398], [0.0404, 0.0247, -0.0207], [1.1690, 0.3065, 1.5273], [-0.0612, -0.0083, 0.1415], [-0.1418, -0.3860, 0.2053], [0.0089, 0.0031, -0.0037], [0.7250, 0.8559, 0.4144], [-0.8542, -0.8820, -0.6049], [0.0711, -0.0427, 0.0127], [-0.0263, -0.0804, 0.0359], [0.4062, 0.1547, 0.3389], [0.0228, 0.0148, 0.0295], [0.0671, -0.0855, -0.1157], [0.1352, 0.1485, -0.3790], [-0.0403, 0.0433, -0.0371], [-0.0264, 0.0007, -0.0787], [-0.0302, -0.0629, 0.2316], [0.1298, -0.2993, 0.3762], [-1.1482, -3.3346, 0.4674], [0.0238, 0.0036, -0.0861], [-0.0584, 1.3365, -0.0283], [-0.2834, -0.1379, -0.1049], [-0.0692, 0.0153, 0.0270], [0.6665, 2.3507, 0.3201], [0.0373, -0.0825, -0.0517], [0.0639, -0.0068, -0.0031], [-0.0165, 0.0096, -0.0231], [-0.0206, -0.0938, 0.0025], [0.0157, -0.0668, -0.0484], [-0.0205, 0.0134, 0.0326], [0.0127, -0.7627, -0.6442], [-0.0638, -0.0397, 0.1072], [0.0303, -0.0046, -0.0247]], "mulliken_charge": [0.778, -0.028, 0.162, -0.613, -0.907, 0.561, 0.421, -0.487, -0.528, -0.397, -1.849, 0.581, -1.055, -1.155, 0.546, 0.347, 0.430, 0.432, 0.114, 2.907, -0.831, 0.446, -0.592, -0.488, -0.841, -0.173, 0.264, 0.469, -0.065, -1.347, 0.391, -0.699, 0.437, -1.466, -0.455, 0.350, 0.691, 0.372, -0.736, 0.157, 0.403, 0.189, 0.394, -0.297, 0.351, 0.362, 0.348, 0.412, -0.133, -0.714, -0.238, 0.252, 0.491, 0.228, 0.537, 0.256, 0.698, 0.409, -0.659, -0.696, 0.058, 0.191, 0.344, -1.124, -0.307, 0.065, 0.701, -0.746, 0.428, 0.570, -0.682, 0.386, 0.423, -0.195, 0.228, 0.336, -0.258, -0.520, 0.371]}

(2)
{"formula": "C6H10ClN2O2", "method": "wB97M-V/def2-TZVPD", "e_above_lowest_kcal_mol": 73.44, "total_charge": 1, "orbital_gap_ha": 0.342, "energy_ev": -25971.3237, "species": ["C", "N", "C", "H", "C", "H", "H", "Cl", "H", "H", "N", "C", "C", "H", "O", "H", "O", "H", "H", "C", "H"], "positions_angstrom": [[1.4685, -2.5201, -0.2895], [-1.5931, -0.8695, 0.7869], [-0.2878, -0.9026, 0.2128], [0.5788, 3.1342, 1.6867], [0.2440, 1.0432, -0.6256], [0.8829, 3.9403, 0.1141], [1.4366, -3.5826, -0.6450], [-4.0554, -0.0644, 0.3687], [1.9562, -2.4130, 0.7766], [0.4113, -0.4859, 0.9164], [-2.0291, 0.4110, -1.0130], [-0.6863, 0.1081, -1.1214], [-2.5093, -0.1664, 0.0120], [1.3506, 0.8293, -0.6562], [0.1157, -2.0829, -0.3324], [-0.4171, -0.4698, -2.1103], [-0.1211, 2.0914, -0.0477], [2.2271, -1.9391, -0.9261], [1.8240, 2.3188, 0.7052], [0.8715, 3.0238, 0.5795], [-1.6679, -1.4039, 1.6083]], "atomic_forces_ev_per_a": [[2.1994, 0.1830, 1.1413], [0.7078, 0.2129, -1.1195], [-0.6448, 0.2159, -1.2672], [-0.1012, 0.0011, -1.8653], [2.1425, 0.5957, -0.8796], [0.2691, 1.6698, -1.4959], [0.1961, 1.0856, 0.5568], [-3.4402, -0.0217, 1.2921], [-1.2760, -0.5438, -1.6992], [0.7570, -0.0566, 0.4292], [-0.7184, 0.3268, -0.4480], [1.1038, -1.5290, -1.3409], [3.2782, -0.4615, -0.4782], [-1.0441, 0.1836, -0.2727], [-0.1372, -0.6332, 0.0964], [-0.0751, 1.0831, 2.1336], [-0.3113, 1.6023, 0.7214], [-1.5016, -0.5622, 0.3327], [-1.4313, 2.2819, -0.8561], [1.1559, -5.1350, 3.9988], [-1.1286, -0.4989, 1.0204]], "mulliken_charge": [-0.619, -0.267, -0.062, 0.273, -0.317, 0.296, 0.288, -0.112, 0.283, 0.574, -0.599, 0.487, 0.335, 0.504, -0.363, 0.331, -0.259, 0.262, 0.310, -0.536, 0.193]}